A molecular structure, C9H15ClF6N5O6PdS2Sb, computed with the ωB97M-V functional and the def2-TZVPD basis.

Output
Frontier orbital gap: 8.05 eV
LUMO energy: 0.174 hartree
HOMO: -3.33 eV
Charge: -2

Atoms and positions in Å:
Pd  -0.35  0.57  0.46
F  -2.23  -4.15  -0.39
C  -3.01  -3.12  0.00
F  -4.02  -3.63  0.72
F  -3.53  -2.57  -1.10
S  -2.05  -1.91  1.03
O  -1.70  -2.73  2.15
O  -0.94  -1.56  0.10
N  -2.98  -0.74  1.32
S  -2.68  0.71  0.46
O  -3.17  0.50  -0.93
O  -3.40  1.71  1.20
C  -0.08  2.52  0.54
F  1.18  2.98  0.23
F  -0.38  3.10  1.72
F  -0.88  3.16  -0.39
C  2.92  -1.84  0.14
Sb  2.20  0.14  0.39
C  3.07  0.79  -1.48
C  3.57  1.21  1.59
H  3.96  -1.81  -0.20
H  2.31  -2.33  -0.62
H  2.83  -2.37  1.09
H  4.15  0.64  -1.43
H  2.86  1.84  -1.66
H  2.66  0.22  -2.31
H  4.58  0.84  1.39
H  3.29  1.08  2.63
H  3.50  2.26  1.31
Cl  1.40  -2.15  5.62
C  0.33  -1.21  4.49
C  1.17  -0.36  3.53
O  1.80  -1.01  2.64
O  1.16  0.86  3.69
H  -0.29  -0.58  5.12
H  -0.26  -1.94  3.95
N  -1.84  -0.98  -2.82
C  -1.01  0.02  -3.18
N  -1.35  1.24  -2.75
N  0.02  -0.26  -3.97
C  0.70  0.78  -4.42
N  1.34  1.65  -4.84
H  -2.38  -0.81  -1.98
H  -1.42  -1.90  -2.89
H  -2.01  1.31  -1.98
H  -0.65  1.97  -2.82

---

A molecular structure, C9H15CoO3P at a distorted geometry, computed with the ωB97M-V functional and the def2-TZVPD basis.

Output
Frontier orbital gap (spin up / spin down): 8.10 / 6.06 eV
LUMO energy (spin up / spin down): -0.383 / -0.454 hartree
HOMO (spin up / spin down): -18.51 / -18.41 eV
Charge: +2
Multiplicity: 4

Atoms and positions in Å:
O  -1.42  -3.63  -0.74
C  -1.13  -2.82  -0.14
Co  0.47  1.12  0.57
C  0.10  1.18  2.31
C  -0.23  2.00  -0.82
O  -0.20  1.06  3.54
O  -0.68  2.30  -1.94
C  3.03  -0.38  2.88
C  3.34  0.42  1.61
P  2.07  0.16  0.25
C  2.81  0.93  -1.29
C  4.32  1.01  -1.46
C  2.47  -1.66  -0.11
C  3.95  -2.10  -0.24
H  2.00  -0.10  3.27
H  3.74  -0.18  3.68
H  3.01  -1.49  2.67
H  3.23  1.52  1.80
H  4.33  0.30  1.27
H  2.37  0.37  -2.16
H  2.37  1.94  -1.33
H  4.79  0.08  -1.79
H  4.58  1.75  -2.25
H  4.82  1.36  -0.55
H  2.00  -2.24  0.71
H  1.93  -1.93  -1.05
H  4.57  -1.73  0.60
H  4.07  -3.21  -0.22
H  4.42  -1.78  -1.18

---

5 unconnected molecules or ions with the total composition C9H15F2N3O12 at a distorted geometry, computed with the ωB97M-V functional and the def2-TZVPD basis.

Output
Frontier orbital gap (spin up / spin down): 2.58 / 6.02 eV
LUMO energy (spin up / spin down): 0.070 / 0.070 hartree
HOMO (spin up / spin down): -0.67 / -4.11 eV
Charge: -1
Multiplicity: 2

Atoms and positions in Å:
C  -3.32  2.15  2.70
N  -2.96  0.92  1.99
O  -3.14  0.77  0.75
O  -2.57  -0.02  2.67
H  -4.18  2.59  2.21
H  -2.54  2.92  2.70
H  -3.47  1.91  3.76
C  2.66  1.38  -3.15
N  4.06  1.10  -2.72
O  4.34  -0.02  -2.44
O  4.92  1.95  -2.76
H  2.49  1.05  -4.17
H  2.54  2.46  -3.07
H  1.88  0.98  -2.49
C  -0.30  -1.20  0.63
N  -0.63  -0.88  -0.86
O  0.30  -0.70  -1.63
O  -1.78  -0.78  -1.23
H  0.54  -1.90  0.64
H  -1.17  -1.66  1.08
H  0.06  -0.25  1.03
C  -4.83  -2.65  -1.30
C  -5.13  -1.90  0.01
O  -4.24  -2.49  0.93
C  -3.38  -3.25  0.39
O  -2.42  -3.85  0.84
O  -3.65  -3.36  -0.91
F  -6.44  -2.20  0.21
H  -4.81  -1.98  -2.16
H  -5.57  -3.44  -1.37
H  -4.94  -0.84  -0.11
C  5.31  2.10  0.66
C  5.36  0.62  0.58
O  4.04  0.23  0.61
C  3.31  1.24  1.05
O  2.13  1.17  1.42
O  4.05  2.39  1.10
F  5.97  0.16  1.70
H  5.47  2.59  -0.30
H  6.12  2.48  1.29
H  5.92  0.21  -0.26

---

2 unconnected molecules or ions with the total composition C9H15N at a distorted geometry, computed with the ωB97M-V functional and the def2-TZVPD basis.

Output
Frontier orbital gap: 8.09 eV
LUMO energy: 0.031 hartree
HOMO: -7.25 eV

Atoms and positions in Å:
C  1.47  0.68  -1.14
C  -0.92  0.79  1.47
C  2.18  1.50  -0.39
C  -2.34  1.28  -0.34
C  1.05  -0.29  -1.86
C  1.29  -1.74  -1.43
C  0.04  -0.18  -3.08
C  -0.96  -0.20  3.58
C  -0.37  -0.38  2.19
N  -1.34  1.07  0.38
H  1.77  1.79  0.58
H  3.20  1.72  -0.47
H  -3.39  1.06  -0.16
H  -2.22  1.94  -1.18
H  2.13  -1.67  -0.66
H  1.66  -2.17  -2.31
H  0.47  -2.35  -0.95
H  -0.99  -0.37  -2.68
H  0.38  -1.06  -3.67
H  0.01  0.68  -3.70
H  -1.77  -0.87  3.89
H  -1.19  0.80  3.75
H  -0.15  -0.40  4.39
H  -0.73  -1.26  1.65
H  0.73  -0.37  2.15

---

A gas-phase ion, C9H15N2 (charge +1) at a distorted geometry, computed with the ωB97M-V functional and the def2-TZVPD basis.

Output
SMILES: C=C=C/C=[NH+]\C=N\C(C)(C)C
Frontier orbital gap: 8.53 eV
LUMO energy: -0.158 hartree
HOMO: -12.84 eV
Charge: +1

Atoms and positions in Å:
C  1.54  -0.13  2.32
C  1.87  1.16  2.21
C  0.83  1.51  0.02
C  0.96  -0.94  1.39
C  0.85  -2.16  0.96
C  -1.36  1.28  -1.60
C  -0.27  -1.01  -1.96
C  -1.88  -0.73  -0.07
C  -0.83  -0.05  -0.94
N  0.31  0.35  -0.08
N  1.65  1.91  1.04
H  1.62  -0.51  3.22
H  2.32  1.60  3.10
H  0.51  2.19  -0.71
H  0.26  -2.68  0.28
H  1.48  -2.83  1.36
H  -1.52  2.03  -0.84
H  -0.60  1.55  -2.46
H  -2.33  1.05  -1.80
H  -1.06  -1.46  -2.63
H  0.24  -1.76  -1.52
H  0.30  -0.52  -2.83
H  -1.60  -1.43  0.60
H  -2.46  -0.12  0.45
H  -2.68  -1.18  -0.76
H  1.88  2.88  1.24

---

2 unconnected molecules or ions with the total composition C9H15N2 at a distorted geometry, computed with the ωB97M-V functional and the def2-TZVPD basis.

Output
Frontier orbital gap: 8.41 eV
LUMO energy: -0.177 hartree
HOMO: -13.24 eV
Charge: +1

Atoms and positions in Å:
C  2.66  1.55  -0.88
C  2.71  0.27  -0.29
C  1.54  2.29  -0.73
C  1.78  -0.17  0.59
C  -2.16  -1.43  -0.39
C  -0.88  -1.90  -0.96
C  0.28  1.74  -0.06
C  -1.70  -2.80  -0.12
C  0.60  0.69  0.87
N  0.13  0.76  2.06
N  -0.51  2.82  0.57
H  3.52  1.76  -1.53
H  3.68  -0.13  -0.56
H  1.25  3.21  -1.22
H  1.82  -1.06  1.20
H  -2.30  -0.68  0.38
H  -2.95  -1.30  -1.14
H  -0.75  -2.06  -2.07
H  0.09  -1.68  -0.53
H  -0.16  1.19  -0.83
H  -2.29  -3.64  -0.59
H  -0.42  1.59  2.37
H  0.06  0.22  2.97
H  -1.39  -2.92  0.90
H  -1.04  3.24  -0.08
H  0.10  3.54  0.97

---

A gas-phase ion, C9H15N2 (charge +1) at a distorted geometry, computed with the ωB97M-V functional and the def2-TZVPD basis.

Output
Frontier orbital gap (spin up / spin down): 6.24 / 7.05 eV
LUMO energy (spin up / spin down): -0.116 / -0.210 hartree
HOMO (spin up / spin down): -9.40 / -12.77 eV
Charge: +1
Multiplicity: 3

Atoms and positions in Å:
C  0.83  -1.97  1.51
C  -0.54  -1.67  1.67
C  1.58  -1.35  0.57
C  -1.14  -0.61  1.01
C  0.83  -1.15  -1.79
C  -1.23  -0.19  -1.70
C  0.97  -0.36  -0.41
C  -0.50  0.06  -0.13
C  0.10  1.97  1.41
N  -0.18  -0.47  -2.53
N  -0.61  1.55  0.20
H  1.31  -2.51  2.33
H  -1.06  -2.00  2.52
H  2.61  -1.56  0.44
H  -2.10  -0.22  1.36
H  1.68  -1.14  -2.36
H  0.50  -2.22  -1.56
H  -1.72  -1.05  -1.41
H  -1.79  0.61  -2.07
H  1.58  0.46  -0.70
H  0.53  3.01  1.31
H  -0.67  2.21  2.10
H  1.02  1.44  1.76
H  0.19  0.27  -3.04
H  -0.16  1.87  -0.65
H  -1.52  1.96  0.00

---

A gas-phase ion, C9H15N2O (charge +1) at a distorted geometry, computed with the ωB97M-V functional and the def2-TZVPD basis.

Output
SMILES: CC(C)[C@H](C)COC1=[N+]=CC=N1
Frontier orbital gap: 6.06 eV
LUMO energy: -0.287 hartree
HOMO: -13.88 eV
Charge: +1

Atoms and positions in Å:
C  4.54  -0.18  -1.02
C  4.53  0.63  0.18
C  2.78  -0.50  0.07
C  -2.13  0.26  -1.15
C  -2.05  -1.79  0.16
C  0.27  1.49  0.18
C  0.81  -0.58  1.33
C  -1.25  -0.56  -0.28
C  -0.37  0.22  0.76
N  3.45  -0.84  -1.13
N  3.44  0.38  0.90
O  1.65  -1.11  0.27
H  5.40  -0.22  -1.64
H  5.35  1.23  0.55
H  -2.72  0.98  -0.49
H  -1.75  0.80  -2.05
H  -2.84  -0.45  -1.60
H  -3.11  -1.61  0.48
H  -1.67  -2.44  0.87
H  -2.01  -2.59  -0.66
H  -0.50  2.27  0.16
H  0.66  1.58  -0.82
H  1.09  1.85  0.84
H  0.48  -1.61  1.80
H  1.36  0.00  2.04
H  -0.43  -1.06  -0.93
H  -0.98  0.50  1.62